{
  "formula": "C4H7NO",
  "method": "ωB97M-V/def2-TZVPD",
  "smiles": "C=NOC1CC1",
  "lumo_ha": 0.046,
  "multiplicity": 1,
  "total_energy_ev": -7795.66315,
  "charge": 0,
  "relative_energy_kcal_mol": 91.8,
  "e_homo_ev": -9.5651,
  "species": ["C", "C", "C", "C", "H", "H", "H", "H", "H", "H", "H", "N", "O"],
  "positions_angstrom": [[2.7327, -0.0592, -0.1110], [-0.5913, -0.1521, 0.6012], [-1.7210, -0.6379, -0.2269], [-1.3962, 0.8759, -0.1762], [2.9242, -1.2235, -0.2754], [3.5164, 0.6812, -0.0677], [-0.6801, -0.1320, 1.7018], [-1.3949, -1.1827, -1.1334], [-2.6069, -0.9654, 0.2649], [-2.1400, 1.5311, 0.2945], [-0.8512, 1.3480, -1.0156], [1.5822, 0.4568, 0.1234], [0.6259, -0.5402, 0.0201]],
  "forces_ev_per_a": [[-0.497, -1.191, 0.227], [-0.761, 0.715, 0.183], [0.785, 0.718, -1.007], [0.218, -0.555, -0.507], [-0.523, 2.726, 0.253], [0.423, -0.268, -0.136], [0.434, -0.250, -0.642], [-0.454, 0.339, 0.701], [-0.489, -0.219, 0.138], [0.580, -0.395, 0.095], [-0.513, -0.535, 0.488], [1.211, -1.139, -0.386], [-0.414, 0.053, 0.594]]
}